i | Computed, not measured: 2 unconnected molecules or ions with the total composition C3H10O4P, with ωB97M-V/def2-TZVPD.

## Properties
molar mass: 141.08 g/mol
orbital gap: 9.20 eV
net charge: +1

Geometry (Å):
P -0.007 0.035 0.060
O 1.949 -1.405 -0.949
O -2.039 -0.547 -1.254
O 0.083 -0.245 2.383
O 0.299 2.468 0.850
C -1.117 -1.310 -0.521
C 1.662 -0.068 -0.745
C -0.705 1.739 0.245
H -1.563 -1.824 0.339
H -0.905 2.161 -0.746
H 2.602 -1.742 -0.325
H -1.637 1.677 0.819
H 1.515 0.418 -1.723
H -0.555 -2.023 -1.139
H 0.297 2.318 1.808
H 0.529 -1.072 2.578
H 2.410 0.494 -0.182
H -2.815 -1.072 -1.498



ii | Computed, not measured: a gas-phase ion, C3H10O4P (charge +1), with ωB97M-V/def2-TZVPD.

## Properties
molar mass: 141.08 g/mol
orbital gap: 10.94 eV
net charge: +1

Geometry (Å):
P 0.848 0.581 -0.650
O -0.296 -0.006 -1.422
O -1.227 3.134 1.104
O -0.094 1.223 0.479
O 1.257 -1.154 0.351
C -0.116 2.392 1.251
C -0.239 -0.877 -2.479
C 0.190 -1.995 0.884
H -1.139 -1.396 -2.297
H -1.921 2.705 1.563
H -0.394 -2.212 0.036
H 1.900 -0.782 1.035
H -0.550 -1.507 1.538
H 0.002 2.113 2.333
H -0.192 -0.542 -3.558
H 0.546 -1.569 -2.372
H 0.578 -2.977 1.199
H 0.846 2.869 1.003



The least stable of them is i.



i | Computed, not measured: a molecular structure, C7H8N2O3, with ωB97M-V/def2-TZVPD.

## Properties
molar mass: 168.15 g/mol
orbital gap: 8.46 eV

Geometry (Å):
O 1.841 -1.074 0.902
O -1.326 1.180 -3.017
O -0.368 1.662 3.224
N -0.227 1.524 1.995
N -0.212 0.236 1.520
C -0.555 -0.556 2.498
C -0.081 0.276 0.149
C -0.534 0.486 -2.062
C 1.131 -0.663 -0.268
C -0.725 0.985 -0.810
C 1.367 -1.052 -1.652
C 0.445 -0.277 -2.531
H 0.067 -0.577 -3.597
H -0.476 -1.721 2.343
H -1.453 0.447 -3.958
H 2.193 -1.723 -2.124
H -1.340 1.691 -0.403
H 0.148 -0.407 3.478
H -1.601 -0.545 2.956
H 1.705 0.108 1.358



ii | Computed, not measured: a single C7H8N2O3 molecule, with ωB97M-V/def2-TZVPD.

## Properties
molar mass: 168.15 g/mol
orbital gap: 9.70 eV
structure (SMILES): N[C@H](Oc1ccccc1)[N+](=O)[O-]

Geometry (Å):
O 0.364 0.448 -2.922
O -0.787 0.893 -0.426
O -1.153 -0.948 -3.520
N -2.722 0.652 -1.761
N -0.623 -0.161 -2.735
C 1.050 -0.657 0.229
C 0.164 0.366 0.485
C 1.921 -1.087 1.236
C 0.191 1.025 1.819
C -1.370 -0.001 -1.292
C 1.055 0.546 2.717
C 1.867 -0.510 2.517
H -1.576 -1.002 -0.988
H -2.326 1.491 -2.307
H 2.645 -1.828 1.118
H -0.214 2.045 1.870
H 1.062 0.874 3.823
H 0.995 -1.298 -0.599
H 2.540 -0.900 3.289
H -3.082 0.052 -2.555



The least stable of them is i.



i | Computed, not measured: a single C3H4S2 molecule, with ωB97M-V/def2-TZVPD.

## Properties
molar mass: 104.20 g/mol
multiplicity: 3
orbital gap (alpha / beta): 7.16 / 6.53 eV

Geometry (Å):
S -0.021 -2.070 -1.071
S -0.542 0.903 -0.963
C 0.000 0.208 0.520
C -0.410 -0.635 -1.707
C 0.546 0.879 1.559
H 0.866 0.244 2.262
H -0.540 -0.720 0.633
H -0.889 -0.686 -2.718
H 0.989 1.877 1.483



ii | Computed, not measured: 2 unconnected molecules or ions with the total composition C3H4S2, with ωB97M-V/def2-TZVPD.

## Properties
molar mass: 104.20 g/mol
multiplicity: 3
orbital gap (alpha / beta): 6.21 / 7.93 eV

Geometry (Å):
S -0.067 -0.835 -1.752
S 2.521 1.000 1.626
C 0.034 -0.808 -0.027
C 1.297 1.188 0.672
C -1.305 -0.443 -0.476
H -2.135 -1.139 -0.390
H -1.591 0.599 -0.446
H 0.376 -1.619 0.581
H 0.870 2.057 0.212



iii | Computed, not measured: a single C3H4S2 molecule, with ωB97M-V/def2-TZVPD.

## Properties
molar mass: 104.20 g/mol
multiplicity: 3
orbital gap (alpha / beta): 6.67 / 8.07 eV

Geometry (Å):
S -0.493 0.421 -1.628
S -0.263 -1.506 0.044
C -0.573 -1.390 -1.739
C -0.344 0.255 0.083
C 0.298 0.930 1.233
H 0.149 0.310 2.149
H 1.376 0.953 1.145
H 0.049 1.868 1.354
H -0.199 -1.842 -2.641



The least stable of them is ii.



i | Computed, not measured: a molecular structure, C3H7NS, with ωB97M-V/def2-TZVPD.

## Properties
molar mass: 89.16 g/mol
orbital gap: 8.97 eV

Geometry (Å):
S 0.211 1.400 -0.794
N -0.275 -0.082 -0.127
C 0.860 -1.835 1.269
C 0.804 -0.626 0.285
C -1.303 1.863 -1.141
H -1.639 2.402 -0.378
H 1.804 -1.448 1.945
H 1.283 -2.636 0.627
H -0.140 -2.042 2.115
H -2.125 1.048 -1.477
H -1.203 2.348 -2.125
H 1.722 -0.392 -0.200



ii | Computed, not measured: a molecular structure, C3H7NS, with ωB97M-V/def2-TZVPD.

## Properties
molar mass: 89.16 g/mol
orbital gap: 8.48 eV

Geometry (Å):
S -2.659 -0.728 0.018
N 0.022 -0.874 -0.133
C 1.312 -0.658 0.075
C -1.143 -0.125 -0.139
C -0.858 1.254 -0.024
H 1.855 -1.554 -0.956
H -1.755 1.792 -0.508
H -0.061 -1.807 0.268
H 2.352 -0.789 1.146
H 1.361 0.572 -0.513
H -0.720 1.478 1.328
H 0.295 1.440 -0.562



iii | Computed, not measured: 2 unconnected molecules or ions with the total composition C3H7NS, with ωB97M-V/def2-TZVPD.

## Properties
molar mass: 89.16 g/mol
orbital gap: 7.86 eV

Geometry (Å):
S 2.276 -1.033 -0.029
N 1.167 1.300 -0.381
C -0.412 0.048 0.363
C -1.363 -0.986 -0.364
C 1.026 0.066 -0.016
H -0.654 -1.916 -0.361
H -1.361 -0.572 -1.529
H 0.662 2.322 0.517
H 2.032 1.716 -0.622
H -2.324 -1.248 0.156
H -0.837 0.993 0.895
H -0.213 -0.689 1.370



The least stable of them is ii.



i | Computed, not measured: 2 unconnected molecules or ions with the total composition C4H8NO2S, with ωB97M-V/def2-TZVPD.

## Properties
molar mass: 134.18 g/mol
orbital gap: 6.87 eV
net charge: -1

Geometry (Å):
S -0.146 2.751 -2.862
O 0.302 0.651 1.217
O 0.492 -1.541 3.573
N -0.362 -1.541 0.344
C 0.077 -2.467 2.912
C -0.080 -0.186 0.298
C -0.164 0.414 -1.179
C -0.074 1.996 -1.122
H 0.688 0.132 -1.797
H 1.169 2.646 -3.196
H 0.910 2.341 -0.729
H -1.063 0.114 -1.760
H -0.723 -1.677 -0.588
H 0.724 -3.077 2.282
H -0.908 -2.995 3.089
H -0.840 2.439 -0.482



ii | Computed, not measured: a gas-phase ion, C4H8NO2S (charge -1), with ωB97M-V/def2-TZVPD.

## Properties
molar mass: 134.18 g/mol
orbital gap: 7.21 eV
structure (SMILES): N[C@H](CCS)C(=O)[O-]
net charge: -1

Geometry (Å):
S 0.769 2.774 0.536
O 0.358 -1.509 -2.211
O -0.876 -2.729 -0.793
N 0.013 -1.354 1.339
C -0.813 0.511 0.035
C -0.159 -1.750 -1.097
C -0.435 1.502 1.082
C 0.144 -0.702 -0.003
H 1.929 2.215 0.983
H -0.021 0.918 1.912
H -1.171 2.102 1.619
H -0.582 -2.163 1.174
H -1.777 0.078 0.349
H 1.183 -0.395 -0.119
H 0.877 -1.850 1.522
H -0.992 0.899 -0.966



iii | Computed, not measured: 2 unconnected molecules or ions with the total composition C4H8NO2S, with ωB97M-V/def2-TZVPD.

## Properties
molar mass: 134.18 g/mol
orbital gap: 4.37 eV
net charge: -1

Geometry (Å):
S -0.280 3.197 -0.047
O 0.053 -1.079 2.289
O -0.093 -1.046 -2.924
N -0.711 0.118 0.440
C -0.104 -0.208 -1.938
C -0.059 0.108 1.743
C -0.263 -0.733 -0.476
C 0.341 -1.910 -0.110
H 0.888 -2.397 -0.909
H -0.909 1.066 0.069
H 0.665 2.929 0.866
H 0.913 0.261 -1.734
H -0.749 0.696 -1.985
H 0.059 -2.469 0.758
H -0.675 0.850 2.321
H 0.924 0.617 1.639



iv | Computed, not measured: 2 unconnected molecules or ions with the total composition C4H8NO2S, with ωB97M-V/def2-TZVPD.

## Properties
molar mass: 134.18 g/mol
orbital gap: 4.19 eV
net charge: -1

Geometry (Å):
S -3.377 -0.319 0.421
O 2.856 0.723 -0.351
O -0.312 -0.531 -2.567
N 0.369 0.570 -0.687
C -0.770 0.057 -1.524
C -0.096 -0.257 1.518
C 0.746 0.123 0.526
C 2.265 0.155 0.690
H 1.242 0.669 -1.242
H -4.292 -0.299 -0.555
H -1.158 -0.242 1.353
H -1.450 0.905 -1.688
H 0.336 -0.620 2.432
H 2.492 0.610 1.674
H -1.361 -0.619 -0.814
H 2.511 -0.928 0.813



The least stable of them is iii.



i | Computed, not measured: 3 unconnected molecules or ions with the total composition C3H12O3S, with ωB97M-V/def2-TZVPD.

## Properties
molar mass: 128.19 g/mol
orbital gap: 8.91 eV
structure (SMILES): OCCCS.O.O

Geometry (Å):
S 2.937 -0.769 -0.076
O -1.440 0.384 0.084
O -0.980 1.996 -1.837
O -0.027 1.018 2.314
C -1.134 -0.899 -0.568
C 1.336 -0.242 -0.593
C 0.350 -1.404 -0.331
H -1.894 2.151 -2.060
H 0.478 -1.755 0.699
H 1.091 0.572 0.109
H -1.848 -1.628 -0.166
H -1.232 -0.853 -1.632
H -0.026 1.831 2.811
H 1.318 0.051 -1.654
H 2.471 -0.703 1.173
H 0.418 -2.232 -1.006
H -1.146 1.510 -0.940
H 0.077 0.253 2.960
H -0.749 0.720 0.715



ii | Computed, not measured: 3 unconnected molecules or ions with the total composition C3H12O3S, with ωB97M-V/def2-TZVPD.

## Properties
molar mass: 128.19 g/mol
orbital gap: 9.69 eV
structure (SMILES): OCCCS.O.O

Geometry (Å):
S 3.766 0.381 0.130
O -0.686 0.041 -0.039
O -2.732 -0.560 -2.168
O -2.342 -2.563 -0.001
C -0.193 1.223 0.523
C 2.038 0.284 0.890
C 1.201 1.308 0.081
H -3.257 -0.845 -2.911
H 4.308 -0.506 0.920
H 1.601 -0.676 0.873
H -0.739 2.035 0.115
H -1.457 -2.201 -0.042
H 1.377 1.126 -0.899
H -0.878 0.288 -0.947
H 1.491 2.312 0.353
H -0.172 1.128 1.662
H 2.303 0.688 1.947
H -2.402 -2.381 0.968
H -3.225 -1.083 -1.456



iii | Computed, not measured: 3 unconnected molecules or ions with the total composition C3H12O3S, with ωB97M-V/def2-TZVPD.

## Properties
molar mass: 128.19 g/mol
orbital gap: 9.90 eV
structure (SMILES): OCCCS.O.O

Geometry (Å):
S -1.053 -0.026 1.440
O 1.244 0.405 -1.291
O -1.327 -2.638 -0.507
O -0.969 0.245 -3.512
C 1.676 0.576 1.161
C 0.517 0.410 2.219
C 1.381 1.341 -0.148
H -1.230 -1.939 0.160
H -0.745 0.300 0.122
H 2.357 1.173 1.756
H 0.336 1.780 -0.058
H 0.635 -0.286 3.095
H 2.126 2.072 -0.264
H -2.141 -2.467 -1.018
H 0.231 1.310 2.738
H 2.181 -0.439 0.980
H 2.143 0.329 -1.689
H -1.648 -0.064 -2.987
H -0.430 0.580 -2.794



The least stable of them is iii.



i | Computed, not measured: 2 unconnected molecules or ions with the total composition C5H10NP, with ωB97M-V/def2-TZVPD.

## Properties
molar mass: 115.12 g/mol
orbital gap: 9.99 eV

Geometry (Å):
P -1.614 -1.354 -0.523
N 1.947 -1.043 0.414
C 1.260 -1.326 1.321
C 2.776 -0.377 -0.531
C -1.485 0.447 -0.224
C -1.018 1.052 -1.325
C -1.413 0.865 1.218
H -1.392 1.969 1.483
H -0.681 0.435 1.826
H -2.289 0.611 1.665
H -0.640 -1.787 0.357
H -0.990 0.565 -2.326
H 2.929 -1.173 -1.363
H -0.803 2.138 -1.298
H 3.722 0.156 -0.204
H 2.045 0.435 -1.049
H -2.356 -1.613 0.560



ii | Computed, not measured: a single C5H10NP molecule, with ωB97M-V/def2-TZVPD.

## Properties
molar mass: 115.12 g/mol
orbital gap: 9.97 eV
structure (SMILES): C1CC1PN1CC1

Geometry (Å):
P 0.043 1.499 -0.397
N 0.963 0.212 0.341
C -1.631 0.788 -0.434
C 2.367 0.289 0.690
C 1.877 -0.754 -0.172
C -1.877 -0.695 -0.444
C -1.823 0.029 0.835
H 1.803 -1.744 0.126
H 2.090 -0.666 -1.269
H -2.615 1.199 -0.723
H -0.932 -1.376 -0.555
H 3.126 0.964 0.310
H 0.371 1.261 -2.024
H 2.586 0.140 1.705
H -2.700 0.110 1.518
H -0.870 -0.182 1.484
H -2.777 -1.076 -0.990



The least stable of them is i.



i | Computed, not measured: 2 unconnected molecules or ions with the total composition CH7NS2, with ωB97M-V/def2-TZVPD.

## Properties
molar mass: 97.21 g/mol
orbital gap: 9.07 eV
structure (SMILES): CN.SS

Geometry (Å):
S -2.571 -0.815 0.758
S -1.766 0.952 1.596
N 0.510 -0.584 -0.383
C 1.285 0.546 -0.946
H -1.656 -1.118 -0.179
H -1.743 0.693 2.920
H 0.883 -0.718 0.548
H 0.721 1.181 -1.648
H 0.610 -1.450 -0.884
H 2.043 0.109 -1.605
H 1.684 1.204 -0.178



ii | Computed, not measured: 2 unconnected molecules or ions with the total composition CH7NS2, with ωB97M-V/def2-TZVPD.

## Properties
molar mass: 97.21 g/mol
orbital gap: 9.02 eV
structure (SMILES): CSS.N

Geometry (Å):
S 0.361 1.372 -0.970
S 0.832 -0.444 -1.802
N -2.226 0.438 1.451
C 1.762 -1.176 -0.406
H 2.368 -1.869 -0.977
H -1.371 0.680 1.941
H 1.186 -1.286 0.484
H 2.509 -0.416 -0.150
H -0.917 1.494 -1.366
H -2.587 1.328 1.130
H -1.917 -0.121 0.665



The least stable of them is i.



i | Computed, not measured: 2 unconnected molecules or ions with the total composition C3H11NO, with ωB97M-V/def2-TZVPD.

## Properties
molar mass: 77.13 g/mol
multiplicity: 2
orbital gap (alpha / beta): 12.64 / 6.16 eV
net charge: +1

Geometry (Å):
O -0.024 0.690 -1.484
N -2.337 -0.895 -0.478
C 1.041 -0.092 -0.961
C 0.898 1.224 1.260
C 1.030 -0.152 0.580
H -1.995 -1.819 -0.741
H -3.334 -0.881 -0.656
H 1.568 1.312 2.131
H 1.225 2.015 0.571
H 0.955 -1.107 -1.347
H 1.974 0.342 -1.273
H -2.233 -0.942 0.521
H 1.989 -0.652 0.802
H -0.111 1.519 1.536
H -0.920 0.315 -1.343
H 0.274 -0.878 0.881



ii | Computed, not measured: 2 unconnected molecules or ions with the total composition C3H11NO, with ωB97M-V/def2-TZVPD.

## Properties
molar mass: 77.13 g/mol
multiplicity: 2
orbital gap (alpha / beta): 12.35 / 7.13 eV
net charge: +1

Geometry (Å):
O -1.273 2.020 1.486
N 0.113 -0.148 0.018
C 1.576 -0.003 0.223
C -0.397 -1.458 0.410
C -0.263 0.304 -1.292
H 2.067 -0.911 0.588
H -0.121 -0.439 -2.092
H 1.704 0.843 0.903
H -1.634 2.478 0.734
H -1.315 -1.367 1.015
H 2.160 -0.007 -0.693
H 0.152 1.229 -1.677
H -0.658 -1.996 -0.500
H -1.000 1.139 1.256
H -1.348 0.353 -1.463
H 0.238 -2.036 1.085



The least stable of them is ii.



i | Computed, not measured: 2 unconnected molecules or ions with the total composition C3H9NO4, with ωB97M-V/def2-TZVPD.

## Properties
molar mass: 123.11 g/mol
orbital gap: 8.92 eV

Geometry (Å):
O 2.371 -0.150 -0.309
O -2.727 0.232 0.337
O -0.297 0.781 -0.727
O 0.993 1.780 0.899
N 1.246 -0.503 0.525
C 0.655 -1.732 0.028
C -2.323 1.164 -0.486
C 0.333 0.627 0.530
H 1.775 1.851 0.328
H -0.426 0.419 1.296
H -0.232 -1.935 0.625
H -0.683 1.743 -0.791
H 0.361 -1.656 -1.023
H 1.382 -2.534 0.145
H -2.542 0.912 -1.544
H 3.138 -0.387 0.227
H -3.023 -0.610 -0.060



ii | Computed, not measured: 2 unconnected molecules or ions with the total composition C3H9NO4, with ωB97M-V/def2-TZVPD.

## Properties
molar mass: 123.11 g/mol
orbital gap: 9.79 eV
structure (SMILES): O=C(O)NCCO.O

Geometry (Å):
O -1.277 0.423 2.757
O -1.635 -0.708 -1.748
O 3.086 -0.331 -1.233
O 0.589 -1.144 -2.262
N 0.019 0.384 -0.609
C -0.243 -0.580 -1.515
C -0.662 -0.165 1.681
C -0.862 0.882 0.350
H -1.946 0.721 0.146
H -1.269 -1.129 1.411
H 3.896 -0.533 -1.733
H -0.613 0.959 3.361
H -2.326 -0.226 -1.223
H 0.439 -0.221 1.867
H -0.575 1.889 0.758
H 2.390 -0.724 -1.693
H 0.989 0.502 -0.315



The least stable of them is i.